# 1
{"formula": "H32O16", "method": "ωB97M-V/def2-TZVPD", "species": ["O", "H", "H", "O", "H", "H", "O", "H", "H", "O", "H", "H", "O", "H", "H", "O", "H", "H", "O", "H", "H", "O", "H", "H", "O", "H", "H", "O", "H", "H", "O", "H", "H", "O", "H", "H", "O", "H", "H", "O", "H", "H", "O", "H", "H", "O", "H", "H"], "coordinates": [[-2.536475, -1.946243, -1.901729], [-2.490044, -1.107991, -1.467202], [-1.736313, -2.434275, -1.554659], [3.311874, 0.238298, 0.599037], [3.453554, -0.013182, 1.478826], [3.033991, -0.608892, 0.272167], [0.305579, 1.724905, 2.708537], [0.542135, 2.044033, 3.574960], [-0.641954, 1.970918, 2.866023], [0.077534, 1.761028, -2.567833], [0.165958, 1.771398, -3.520510], [-0.104169, 2.685856, -2.351404], [3.028813, 1.647728, -2.309594], [3.055926, 2.341462, -2.945333], [2.233852, 1.845288, -1.854610], [1.581398, 2.080814, 0.470410], [2.128327, 1.292886, 0.448911], [0.827897, 1.909203, 1.108366], [0.095109, -1.096890, -3.537561], [-0.173617, -0.316695, -3.025254], [0.042753, -1.788443, -2.855909], [-1.373310, -2.852424, 1.039481], [-1.912781, -2.729590, 1.843565], [-0.533584, -3.128259, 1.384522], [-2.036801, 0.215050, 3.222757], [-2.781977, 0.484995, 3.699735], [-2.383467, -0.087758, 2.384820], [-3.151691, -0.847635, 0.849516], [-2.435356, -1.453760, 0.503900], [-3.707063, -1.564130, 1.155192], [2.210730, -2.426555, 0.670423], [3.071148, -2.655791, 1.011951], [1.835126, -1.720029, 1.187712], [-2.569948, 0.706005, -1.890367], [-2.902616, 0.782643, -2.774551], [-1.860848, 1.332904, -1.855096], [1.065881, -0.909314, 2.555976], [0.758116, -0.058054, 2.772192], [0.918829, -1.342965, 3.370988], [2.248678, -0.844286, -2.165173], [2.624779, 0.025816, -2.221410], [1.438717, -0.864841, -2.714472], [-0.316125, -0.122784, 0.115161], [0.378455, 0.043712, -0.551135], [0.073296, -0.334216, 0.933626], [-1.414636, 2.451447, 0.667419], [-1.118647, 1.527382, 0.727780], [-2.327032, 2.371233, 0.439844]], "forces_ev_per_angstrom": [[1.457, -2.387, 0.185], [0.000, 1.296, 0.246], [-1.473, 0.666, -0.495], [0.498, 0.114, -1.260], [0.557, 0.120, 2.444], [-0.327, -0.898, -1.475], [-1.978, 0.520, 1.600], [1.516, 0.179, 0.573], [0.259, -0.825, -1.347], [-0.185, 0.376, 0.128], [0.128, -0.102, -0.496], [0.091, -0.101, 0.377], [1.229, -0.219, -0.159], [0.436, 0.703, -0.964], [-1.452, 0.292, 1.345], [-1.851, 0.865, 0.144], [0.402, -0.214, 0.259], [1.774, 0.594, -1.307], [-0.534, 0.023, 0.427], [-0.474, -0.096, -0.252], [-0.359, -0.089, -0.538], [-1.040, -0.097, 0.620], [0.384, -0.167, -0.424], [0.970, -0.167, -0.028], [1.951, -0.300, -0.133], [-1.728, 0.621, 1.182], [-0.372, -0.347, -1.027], [1.054, -1.105, -0.152], [-0.233, 1.426, 0.005], [-1.070, 0.092, 0.217], [-0.126, -0.779, -1.011], [0.252, -0.036, 0.309], [-0.143, 0.196, 0.788], [-0.578, -0.050, 0.616], [-0.395, -0.134, -0.745], [0.887, 0.462, 0.207], [0.771, -1.104, -0.926], [-0.765, 2.698, 0.076], [-0.148, -1.335, 1.218], [-0.479, -1.219, 0.842], [0.434, 0.623, -0.447], [1.232, 0.188, -0.067], [-1.119, 0.442, -2.123], [-0.082, -0.031, 0.656], [1.066, -0.712, 1.323], [0.625, 0.105, 0.352], [0.027, -0.021, -0.506], [-1.087, -0.067, -0.258]], "lowdin_charge": [-0.074, -0.053, 0.054, 0.003, 0.035, 0.010, -0.068, 0.080, 0.079, -0.031, 0.069, 0.083, -0.013, 0.049, -0.011, -0.097, -0.058, -0.009, -0.031, 0.017, 0.065, -0.037, 0.064, 0.039, -0.027, 0.019, -0.013, -0.070, 0.015, 0.054, -0.044, 0.049, -0.041, -0.030, 0.055, -0.005, -0.010, -0.012, 0.064, -0.066, -0.042, -0.042, -0.020, 0.052, -0.022, -0.047, -0.010, 0.028], "molar_mass_g_mol": 288.2, "total_charge": 0, "homo_lumo_gap_ev": 9.642}

# 2
{"formula": "H32O16", "method": "ωB97M-V/def2-TZVPD", "species": ["O", "H", "H", "O", "H", "H", "O", "H", "H", "O", "H", "H", "O", "H", "H", "O", "H", "H", "O", "H", "H", "O", "H", "H", "O", "H", "H", "O", "H", "H", "O", "H", "H", "O", "H", "H", "O", "H", "H", "O", "H", "H", "O", "H", "H", "O", "H", "H"], "coordinates": [[2.732273, 1.544837, -0.026629], [1.956841, 1.015931, 0.072366], [3.375521, 0.858559, 0.162480], [-2.998005, -0.953788, 0.306998], [-2.450170, -1.375710, -0.303363], [-2.864151, -1.579118, 1.032440], [0.464021, 2.054603, 3.031011], [0.770297, 2.844818, 3.466989], [0.276719, 2.515062, 2.193775], [-0.255765, -1.046958, 1.819853], [-0.477841, -1.967573, 1.841106], [-1.023731, -0.691517, 2.235011], [0.160132, -3.504965, 0.146176], [0.208337, -4.148223, -0.569973], [-0.217175, -2.749960, -0.318690], [-2.265974, 0.949342, -1.743524], [-2.953908, 0.303737, -1.637773], [-1.601493, 0.737864, -1.129300], [2.601322, -2.221209, 1.505333], [1.806738, -1.915863, 1.018706], [2.359188, -3.136031, 1.599854], [-2.280290, 0.881901, 2.613209], [-3.164364, 0.652230, 2.721995], [-1.940282, 1.137707, 3.475768], [0.008890, 0.677033, -0.189893], [0.452830, -0.054975, -0.646890], [-0.288567, 0.247726, 0.645114], [0.830676, 3.179673, -1.478781], [0.596481, 3.261915, -0.572811], [0.838406, 2.215505, -1.634283], [-0.457066, -0.590169, -3.756412], [-1.319399, -0.232936, -3.540458], [0.135048, 0.127680, -3.597987], [1.786554, 0.947592, -2.832539], [1.828212, 1.829576, -3.099752], [2.308022, 0.483484, -3.497691], [-1.425062, -1.891857, -1.650001], [-0.801454, -1.538317, -2.326294], [-1.564767, -2.839666, -1.921324], [-2.771872, 2.754613, 0.711048], [-2.599845, 2.216141, 1.528242], [-2.339545, 2.272227, 0.024713], [1.884537, -1.023839, -1.016372], [2.222162, -1.850438, -1.363284], [2.112492, -0.363853, -1.666827], [2.414294, 0.127873, 3.067276], [2.494357, -0.430099, 2.279675], [1.436377, 0.269434, 3.021712]], "forces_ev_per_angstrom": [[1.108, 0.102, -0.082], [-1.462, -0.029, 0.243], [0.692, 0.191, 0.187], [-1.371, 0.317, 2.372], [1.585, -0.703, -2.418], [-0.551, 0.369, 0.308], [-0.823, 0.945, -0.876], [0.583, 0.102, 1.165], [-0.227, -0.920, -0.274], [0.627, -0.286, -0.006], [0.387, -1.231, -0.222], [-1.125, 1.311, 0.694], [0.042, -0.245, -0.162], [0.155, -0.293, 0.290], [-0.182, 0.578, -0.056], [-1.195, 1.002, -2.162], [-0.537, -0.305, 0.307], [1.739, -0.549, 1.515], [-0.779, 0.374, -0.846], [0.735, 0.097, 0.231], [0.168, -0.770, 0.377], [2.533, 0.124, 0.063], [-2.567, -0.685, 0.276], [0.166, 0.198, 0.118], [-0.487, -0.022, 0.404], [-0.139, -0.094, 0.125], [0.297, 0.197, -0.679], [0.187, -0.595, -1.771], [-0.255, 0.065, 1.124], [-0.250, 0.909, 0.732], [-0.408, -1.231, -0.315], [-0.513, 0.487, 0.046], [0.821, 0.971, 0.337], [-0.016, -2.555, -0.367], [0.279, 2.705, -0.411], [0.060, -0.023, -0.104], [0.302, -2.123, -0.456], [-0.190, 0.190, -0.035], [-0.010, 1.442, 0.270], [-0.202, 0.222, 1.866], [-0.126, 0.735, -1.259], [0.277, -0.520, -1.005], [-0.080, -0.865, 0.148], [0.071, -0.330, 0.149], [0.222, 0.776, -0.261], [-1.407, -0.134, -0.558], [0.627, -0.203, 0.529], [1.242, 0.300, 0.449]], "lowdin_charge": [-0.039, -0.042, 0.044, -0.025, -0.060, 0.049, -0.036, 0.054, 0.059, -0.015, 0.047, 0.010, -0.046, 0.055, -0.013, -0.022, 0.031, -0.052, -0.057, -0.002, 0.034, -0.016, 0.041, 0.077, -0.071, 0.006, 0.034, -0.044, 0.011, -0.011, -0.030, 0.039, 0.003, -0.021, 0.046, 0.098, -0.087, 0.025, 0.106, -0.072, -0.003, -0.031, -0.042, 0.079, 0.005, -0.092, -0.024, 0.001], "molar_mass_g_mol": 288.2, "total_charge": 0, "homo_lumo_gap_ev": 9.326}

# 3
{"formula": "H33O17", "method": "ωB97M-V/def2-TZVPD", "species": ["O", "H", "H", "O", "H", "H", "O", "H", "H", "O", "H", "H", "O", "H", "O", "H", "H", "O", "H", "H", "O", "H", "H", "O", "H", "H", "O", "H", "H", "O", "H", "H", "O", "H", "H", "O", "H", "H", "O", "H", "H", "O", "H", "H", "O", "H", "H", "O", "H", "H"], "coordinates": [[1.585942, -1.370622, -5.019671], [1.692184, -0.773528, -5.755670], [0.828058, -1.946409, -5.128948], [1.299294, 2.010490, -5.516427], [1.892746, 1.258847, -5.473788], [0.422214, 1.721202, -5.246869], [-5.362911, -0.834912, 0.033845], [-4.560699, -1.149831, 0.448950], [-6.067570, -0.645859, 0.651514], [-0.801436, -1.834189, -2.226620], [-1.376377, -1.103525, -2.458810], [-0.483592, -1.664340, -1.330882], [0.294184, -1.427859, 1.641421], [-1.110267, -3.712148, 2.834376], [-0.972763, 0.265465, 2.879730], [3.052791, 0.840095, 1.552797], [-0.952223, 1.098168, 2.409760], [-0.121456, -3.681656, 0.615214], [-2.111353, -0.675529, 4.061733], [0.515677, -3.071329, 1.018749], [-2.340359, 0.562803, -4.897170], [-2.936279, 1.057114, -4.318775], [0.806352, -0.848449, 1.071929], [-2.702347, -0.808810, 4.831065], [0.126126, -3.768797, -0.302647], [-2.312987, -0.147226, 5.412772], [3.963104, 2.819885, -1.117353], [3.841728, 2.825712, -0.165805], [3.422173, 3.472116, -1.551521], [1.184649, 4.028165, -2.644525], [1.602625, 3.363918, -2.081075], [2.667247, -3.018695, 3.786122], [-1.613795, -4.493683, 3.064885], [-2.475391, -4.365559, 2.681025], [-0.244199, 1.103805, 0.798923], [3.377488, -3.638730, 3.606959], [3.004847, -4.482621, 3.364722], [-0.353518, -0.711672, 2.233932], [1.184567, 1.088533, 3.799796], [0.636041, 1.867086, 3.822273], [0.723072, 0.337255, 3.301987], [3.532470, 1.214558, 2.290890], [2.966364, 1.218162, 3.083239], [-2.784887, -0.292203, -4.803373], [0.612895, 1.553028, 0.778937], [0.935725, 3.478257, -3.396651], [0.368846, 2.253273, 0.155847], [-1.616815, 3.727121, -0.587895], [-2.277884, 3.201651, -1.030421], [-0.960287, 4.101490, -1.178478]], "forces_ev_per_angstrom": [[0.617, 0.000, 0.757], [-0.443, -0.273, -0.522], [-0.182, 0.211, -0.301], [-0.077, 0.585, -0.087], [-0.123, -0.098, 0.324], [0.064, -0.424, -0.040], [-0.174, 0.150, -1.217], [-0.144, 0.026, 0.668], [0.384, -0.157, 0.554], [0.137, -0.217, -0.140], [0.023, 0.174, 0.143], [-0.174, 0.011, 0.089], [-0.012, 0.587, 0.497], [0.092, 0.204, -0.311], [-0.866, -0.888, -0.202], [-0.547, -0.100, 0.273], [-0.204, 0.097, 0.168], [-0.043, -0.963, -0.235], [-0.208, 0.159, -0.256], [-0.417, 0.502, 0.048], [-0.757, -0.311, 0.583], [0.307, 0.571, -0.113], [0.190, 0.120, 0.090], [0.325, 0.113, -0.001], [0.135, -0.115, -0.294], [-0.182, -0.065, 0.188], [0.509, -0.718, -0.385], [-0.303, 0.253, 0.179], [-0.105, 0.544, 0.284], [-0.093, -0.453, 0.230], [-0.060, 0.075, 0.175], [-0.279, -0.130, -0.156], [0.184, -0.470, 0.619], [-0.301, 0.191, -0.244], [0.220, -0.502, 0.375], [0.730, 0.250, 0.175], [-0.489, -0.092, -0.066], [0.306, -0.035, -0.626], [1.651, -1.192, 0.225], [-0.546, -0.260, -0.317], [-0.175, 1.938, 1.012], [1.098, 0.383, 0.092], [-0.590, -0.158, -0.606], [0.486, -0.252, -0.438], [-0.596, 0.347, -0.861], [0.058, 0.185, -0.373], [0.392, 0.217, 0.138], [0.261, 0.171, 1.107], [0.090, -0.010, -0.592], [-0.169, -0.182, -0.611]], "lowdin_charge": [-0.043, 0.008, 0.036, -0.042, 0.019, 0.029, -0.061, 0.033, 0.028, -0.053, 0.012, 0.024, -0.201, 0.007, -0.327, -0.001, -0.039, -0.092, -0.016, -0.010, -0.060, 0.037, -0.010, -0.108, 0.011, 0.015, -0.040, 0.033, -0.003, -0.044, 0.019, 0.031, -0.060, 0.020, 0.021, -0.057, 0.022, -0.021, -0.117, 0.026, 0.031, -0.090, -0.001, 0.041, -0.052, 0.024, 0.021, -0.042, 0.030, 0.013], "molar_mass_g_mol": 305.2, "total_charge": -1, "homo_lumo_gap_ev": 7.550}

# 4
{"formula": "H33O17", "method": "ωB97M-V/def2-TZVPD", "species": ["O", "H", "H", "O", "H", "H", "O", "H", "H", "O", "H", "H", "O", "H", "O", "H", "H", "O", "H", "H", "O", "H", "H", "O", "H", "H", "O", "H", "H", "O", "H", "H", "O", "H", "H", "O", "H", "H", "O", "H", "H", "O", "H", "H", "O", "H", "H", "O", "H", "H"], "coordinates": [[-1.453664, 1.710379, 4.368250], [-1.481775, 1.445204, 3.388050], [-1.134811, 0.923413, 4.807409], [1.582079, 4.351601, -2.603651], [0.657240, 4.072338, -2.524165], [2.057093, 3.776502, -3.207258], [5.300059, -1.754550, 0.439110], [4.385325, -2.043587, 0.292333], [5.007749, -0.855195, 0.181625], [2.059432, -0.737681, 5.920676], [1.808897, -1.238656, 5.134599], [1.621189, 0.128061, 5.742317], [2.102140, 2.429604, 0.231840], [1.374853, 1.793097, 0.388829], [-1.813552, 0.871844, -1.725905], [3.629549, 2.961451, -1.461264], [-0.917108, 0.467275, -1.658244], [-3.466491, -2.128950, -4.498062], [-3.239902, -2.274939, -3.568635], [-3.094347, -1.308253, -4.811954], [0.978279, -0.123036, -1.048152], [1.493276, -0.730415, -1.579084], [1.663286, 3.258782, 0.031536], [3.830883, -1.955249, -2.740513], [3.652056, -2.529506, -1.996604], [3.341357, -1.130657, -2.745695], [0.747033, -2.460765, 1.067547], [1.391965, -1.736846, 1.065388], [-0.028581, -1.919377, 1.121584], [-5.549041, 2.543705, -1.773214], [-6.077153, 2.061678, -1.108697], [-5.197331, 3.229981, -1.188520], [-0.018882, -0.041949, 1.127379], [0.353106, -0.107517, 2.011778], [-1.150159, 0.587722, 1.224389], [-2.030784, 1.181413, 1.548363], [-2.043396, 2.107274, 1.250862], [-2.269450, 0.358810, -1.034541], [-3.838295, -2.118850, -0.385568], [-4.300245, -2.264768, 0.451456], [-3.209876, -1.404715, -0.126822], [3.347149, 2.234467, -2.078042], [3.219886, 1.663436, -1.305138], [0.893327, -0.196492, -0.035209], [2.842529, -4.371508, 0.436398], [3.691406, -4.090621, 0.751281], [2.047186, -3.912269, 0.249016], [-4.502263, 0.071126, 1.398370], [-3.903613, 0.816942, 1.658123], [-5.188623, 0.581140, 0.938422]], "forces_ev_per_angstrom": [[0.127, -0.261, -1.629], [-0.307, 0.477, 1.276], [-0.002, -0.245, 0.188], [-0.463, 0.885, 0.321], [0.593, -0.258, -0.352], [-0.302, -0.498, 0.184], [-1.696, 1.127, -0.527], [0.208, -1.316, 0.318], [1.454, 0.209, 0.222], [-0.745, 1.034, -0.522], [0.153, -0.192, 0.116], [0.586, -0.828, 0.385], [-0.458, -0.426, 0.875], [0.339, 0.284, -0.148], [0.550, -0.951, 0.485], [-0.335, -0.135, -1.530], [-0.264, 0.484, -0.131], [-0.367, -0.794, -0.037], [0.069, 0.505, -0.308], [0.268, 0.311, 0.423], [0.159, 0.802, -0.864], [-0.017, -0.350, 0.638], [-0.061, 0.102, -0.204], [0.657, -0.129, -0.797], [-0.462, 0.278, 0.256], [-0.189, -0.141, 0.497], [1.569, -0.966, 0.078], [-0.014, -0.549, -0.013], [-1.199, 0.601, -0.181], [-0.467, 0.017, 1.238], [0.135, -0.122, -0.777], [0.305, 0.119, -0.492], [0.462, 0.087, 0.533], [-0.171, 0.268, 0.129], [-0.111, 0.884, 0.334], [-0.529, 0.619, 0.314], [0.468, -0.727, -0.114], [-0.074, 0.607, -0.311], [0.759, 0.501, 0.408], [0.007, 0.121, -0.225], [-0.789, -0.698, -0.258], [1.377, 0.733, 1.464], [-0.824, -0.731, -0.565], [-0.439, -0.442, -0.793], [0.963, -3.008, -0.605], [-0.380, 1.207, 0.188], [-0.551, 1.854, 0.513], [-0.408, 1.499, 0.085], [0.401, -1.192, -0.108], [0.014, -0.649, 0.026]], "lowdin_charge": [-0.108, 0.021, 0.000, -0.073, 0.044, 0.019, -0.061, 0.000, 0.050, -0.076, 0.027, 0.047, -0.067, 0.029, -0.085, 0.052, 0.011, -0.065, 0.033, 0.023, -0.114, 0.012, 0.040, -0.042, 0.015, 0.021, -0.069, 0.023, 0.001, -0.064, 0.032, 0.033, -0.282, 0.024, -0.031, -0.204, 0.042, 0.007, -0.085, 0.023, 0.022, -0.110, 0.000, -0.030, -0.041, 0.018, -0.015, -0.091, 0.020, 0.025], "molar_mass_g_mol": 305.2, "total_charge": -1, "homo_lumo_gap_ev": 9.524}

Calculated values (eV) of E for the records, taken in order: -33279.444, -33279.864, -35344.301, -35344.371.
Calculated values (eV) of HOMO for the records, taken in order: -9.740, -9.752, -6.126, -7.449.
Calculated values (eV) of energy above the lowest of the compared OMol25 structures with the same formula, charge and spin for the records, taken in order: 5.4902, 5.0701, 3.1361, 3.0663.